Record 1
15
Properties=species:S:1:pos:R:3:forces:R:3 method="wB97M-V/def2-TZVPD" homo_ev=-9.6 relative_energy_kcal_mol=38.2 total_charge=0 multiplicity=1 lumo_ev=0.5 smiles=N#C[C@@H](CO)[C@H]1CS1 energy_ev=-19669.9457
C 0.18228 0.33391 0.75562 2.1 0.5 -0.5
H 2.21531 -1.10749 -1.76215 0.4 -0.2 -0.3
O -2.15433 0.28599 0.24898 -0.9 0.4 0.6
H 0.98506 -0.03537 1.48416 -1.2 0.4 -0.8
C -1.14977 -0.37840 0.94572 0.3 0.8 0.5
H -1.01869 -1.38275 0.60976 -0.1 -1.0 -0.1
N -0.03309 2.94807 1.02701 0.1 -1.5 0.1
H 1.52557 1.05629 -0.91328 -0.4 -0.2 0.1
C 0.03237 1.79122 0.97419 -0.1 1.2 0.0
C 1.28689 -1.08786 -1.23607 -1.3 -0.4 0.8
H 1.00565 -2.00094 -0.67067 0.4 0.7 -0.4
S -0.13299 -0.35079 -2.12437 0.6 0.2 0.3
H -2.18215 0.04736 -0.67378 0.3 -0.3 -0.4
H -1.41149 -0.34268 2.02562 0.1 -0.2 -0.7
C 0.84938 0.22344 -0.69075 -0.4 -0.3 0.7

=====

Record 2
114
Properties=species:S:1:pos:R:3:forces:R:3 method="wB97M-V/def2-TZVPD" homo_ev=-3.0 relative_energy_kcal_mol=2.0 total_charge=-1 multiplicity=1 lumo_ev=2.7 energy_ev=-177122.8077
C -3.91191 0.71976 -1.72873 0.0 0.0 0.1
H -6.43593 1.49082 -2.72760 0.0 0.0 0.0
C 0.67239 -4.80981 -2.29876 0.0 0.0 0.0
H -0.79018 -0.19527 4.49444 0.0 0.0 0.0
C 0.30886 -5.18353 -3.58319 0.0 0.0 0.0
H 1.23015 -6.22798 -5.23595 0.0 0.0 0.0
H -0.54026 -0.35441 -3.61472 0.0 0.0 0.0
H -1.19904 2.48214 4.32592 0.0 0.0 0.0
H 2.00110 5.21811 2.34449 0.0 0.0 0.0
H -4.09402 1.74929 -1.46164 0.0 0.1 0.0
H -1.78541 -2.58500 -4.23065 0.0 0.0 0.0
H 2.51013 -4.63251 -0.24300 0.0 0.0 0.0
H -3.18564 3.84619 -3.03508 0.0 0.0 0.0
C -2.43277 -1.14589 -1.99978 0.0 0.0 0.0
C -0.58884 -4.34899 -4.25337 0.0 0.0 0.0
C 0.22786 5.50878 -0.54815 0.0 0.0 0.0
H 0.22129 2.39733 3.30896 0.0 0.0 0.0
H -2.43913 4.53116 -0.19733 0.0 0.0 0.0
H 1.48247 1.29026 5.13894 0.0 0.0 0.0
H 2.14436 3.45391 2.38811 0.0 0.0 0.0
H -0.74433 5.68909 -1.00920 0.0 0.0 0.0
H -0.85080 1.93084 1.36735 0.0 0.0 -0.1
H 0.63032 3.19186 -2.84172 0.0 0.0 0.0
H 2.64188 -0.02585 0.38303 0.0 0.0 0.0
C -4.80650 -1.34224 -2.49292 0.0 0.0 0.0
H 4.99321 2.44624 1.98963 0.0 0.0 0.0
H 2.56411 -4.16873 2.15886 0.0 0.0 0.0
H 0.05070 1.29890 6.14165 0.0 0.0 0.0
H 0.92884 5.20493 -1.32431 0.0 0.0 0.0
C -0.19450 -4.25071 1.15013 0.0 -0.1 0.0
C 3.22632 -2.74097 -0.94196 0.0 0.0 0.0
H 2.85168 -0.60281 2.98819 0.0 0.0 0.1
H 2.80713 -2.81410 -1.94697 0.0 0.0 0.0
C 5.18749 1.40910 2.27224 0.0 0.0 0.0
H -5.64150 -1.96348 -2.80295 0.0 0.0 0.0
H 0.67315 1.74226 0.57630 0.1 0.0 0.0
H -2.22416 -4.57082 1.83542 0.0 0.0 0.0
C -2.42862 3.05620 -2.99329 0.0 0.0 0.0
C 0.16962 -3.66804 -1.67795 0.0 0.0 0.0
C -0.10901 0.64152 -3.64159 0.0 0.0 0.0
H 6.26963 1.27153 2.32655 0.0 0.0 0.0
H 1.38243 -5.43535 -1.76712 0.0 0.0 0.0
H -2.09032 -4.26525 0.09540 0.0 0.0 0.0
H 2.80182 -2.44930 1.87255 0.0 0.0 0.0
C 0.29646 1.11319 -2.24564 0.0 0.0 0.0
H 0.58029 6.45061 -0.11982 0.0 0.0 0.0
H -0.87354 -4.58828 -5.27412 0.0 0.0 0.0
C 2.43641 -3.58393 0.05877 0.0 0.0 0.0
H 1.18196 -5.94621 0.98919 0.0 0.0 0.0
C 1.93346 4.30719 1.74464 0.0 0.0 -0.1
C -1.09684 4.99637 2.23307 0.0 -0.1 0.0
H -0.37667 -6.32531 1.72215 0.0 0.0 0.0
C -1.87165 2.91638 -1.56548 -0.1 0.0 0.0
H 0.08732 -7.20547 -4.32176 0.0 0.0 0.0
H 4.08281 -3.59536 1.45840 0.0 0.0 0.0
N -1.20230 -1.70524 -1.73579 0.1 0.1 -0.1
C 0.56556 1.84867 5.34677 0.0 0.0 0.0
H -1.73888 0.49476 3.19701 0.0 0.1 0.0
H 2.31216 1.04127 3.21005 0.0 0.0 0.0
H -3.80651 3.69054 -0.88245 0.0 0.0 0.0
H -0.82287 1.31524 -4.11243 0.0 0.0 0.0
H 1.43565 3.81072 5.04342 0.0 0.0 0.0
C -0.26798 2.28723 0.51377 0.0 0.1 0.0
H -2.88976 2.14727 -3.37327 0.0 0.0 0.0
H -1.63679 3.33643 -3.69189 0.0 0.0 0.0
H 0.78206 0.60679 -4.27737 0.0 0.0 0.0
H -2.87962 2.94568 0.41158 0.0 0.0 0.0
C 2.29949 0.20880 2.50183 0.0 0.0 0.0
C -0.31851 1.86641 4.10308 0.1 0.0 0.0
C -1.69808 -3.98488 1.07691 0.0 0.0 0.0
H -0.96470 3.51195 -1.55660 0.1 0.0 0.1
H 1.51342 2.71343 -1.38351 0.0 0.0 0.0
C -0.73516 0.47367 3.63058 -0.1 0.0 -0.1
H 4.26767 -3.07218 -0.97827 0.0 0.0 0.0
C 1.15803 2.36952 -2.35454 0.0 0.0 0.0
C 4.54465 0.44958 1.27614 0.0 0.0 0.0
H 4.97143 0.61794 0.28140 0.0 0.0 0.0
H 1.67373 -6.84595 -3.64515 0.0 0.0 0.0
H -6.71667 0.86617 -1.10670 0.0 0.0 0.0
Pd -0.27099 -0.90768 -0.01354 0.0 -0.3 0.0
H 0.51243 -1.85679 3.02993 0.0 0.0 0.0
C 2.99986 -3.44263 1.47038 0.0 0.0 0.0
C -3.53326 -1.89051 -2.44581 0.0 0.0 0.0
P 0.65368 -3.09652 -0.01768 -0.1 0.2 0.0
H -0.26441 -6.07198 -0.02143 0.0 0.0 0.0
H 1.57057 3.22831 6.70478 0.0 0.0 0.0
C -1.11199 -3.21760 -3.66640 0.0 0.0 0.0
Ge 0.14013 4.19181 0.91972 0.0 0.0 0.0
H 0.01951 3.81112 6.09167 0.0 0.0 0.0
H 4.79426 -0.58204 1.55006 0.0 0.0 0.0
C -6.40056 0.58584 -2.11508 0.0 0.0 0.0
C -5.02554 -0.02936 -2.11565 0.0 0.0 0.0
H 3.21600 -1.69057 -0.64689 0.0 0.0 0.0
H 2.70550 4.35021 0.97341 0.0 0.0 0.0
H 4.78024 1.26074 3.27405 0.0 0.0 0.0
C -2.79544 3.54505 -0.49802 -0.1 -0.1 -0.1
H -3.39864 -2.93645 -2.69213 0.0 0.0 0.0
C 0.85261 -6.42954 -4.23061 0.0 0.0 0.0
C 3.02307 0.58805 1.20614 0.0 -0.1 0.0
H 0.93543 0.33441 -1.81483 0.0 0.0 0.0
C 0.92004 3.25086 5.82802 0.0 0.0 0.0
H 2.03711 2.14161 -2.96510 0.0 0.0 0.0
H -1.49243 4.24933 2.92096 0.0 0.0 0.0
H -0.55584 5.74439 2.81709 0.0 0.0 0.0
H -1.92145 -2.92789 1.23165 0.0 0.0 0.0
C -2.62070 0.21901 -1.68385 0.0 0.0 0.0
H -7.14024 -0.11186 -2.51120 0.0 0.0 0.0
H 2.78378 1.61826 0.93175 0.0 0.1 0.0
C 0.11211 -5.73064 0.94506 0.0 0.0 0.0
H 0.16294 -3.93638 2.13593 0.0 0.0 0.0
H -1.93697 5.49062 1.74624 0.0 0.0 0.0
Ge 0.40829 -0.47217 2.26316 0.2 0.1 0.1
C -0.76007 -2.84002 -2.34873 0.0 0.0 0.0
P -1.10918 1.23885 -0.98722 0.0 0.0 0.1

=====

Record 3
13
Properties=species:S:1:pos:R:3:forces:R:3 method="wB97M-V/def2-TZVPD" homo_ev=-13.5 relative_energy_kcal_mol=108.8 total_charge=+1 multiplicity=1 lumo_ev=-5.1 energy_ev=-8241.4191
N 0.22089 -0.30725 -0.07969 -0.8 -1.0 3.2
H -0.47378 1.73406 -0.59485 0.7 -0.8 0.8
H -2.35729 -0.46856 -0.50370 -0.9 -0.3 -0.1
H 2.19889 1.21474 -0.12751 3.8 -1.5 2.3
H 0.49250 -2.17196 0.98806 0.8 2.2 -0.2
H 0.39890 1.45551 1.14501 -0.6 -0.3 -2.5
C 0.74666 -1.04451 0.91775 -1.7 -0.2 -2.8
H 1.47190 -0.51241 1.50773 0.0 -0.2 0.5
C 0.36359 1.24138 -0.02335 0.7 0.5 1.7
C -0.51135 -0.71717 -1.15128 3.9 -0.6 -1.0
H -2.03816 -1.03185 -2.21758 -0.6 0.3 1.3
O 1.54411 1.57990 -0.61289 -3.5 1.9 -2.5
N -1.74569 -0.77750 -1.25022 -1.8 0.1 -0.9

=====

Record 4
70
Properties=species:S:1:pos:R:3:forces:R:3 method="wB97M-V/def2-TZVPD" homo_ev=-12.4 total_charge=+1 multiplicity=1 lumo_ev=-2.7 energy_ev=-69138.8477
C -2.68781 -1.17173 0.10602 -0.1 0.2 0.1
C -1.30392 1.46426 -0.14706 -0.1 0.2 -0.1
F 4.91804 6.11019 4.20958 -0.1 0.0 -0.1
O 1.88276 -3.06539 -5.23474 0.0 0.0 0.0
F -8.70920 -0.80953 -1.90775 0.0 0.0 -0.1
H 5.95569 -1.04913 2.36335 0.0 -0.1 0.0
H -6.30936 -1.30692 1.40443 0.1 0.0 0.1
H -6.67987 0.95914 -0.63832 0.1 0.0 0.0
H -0.14251 -0.14249 1.55354 0.0 0.0 0.1
C -4.55268 -0.09488 1.15564 0.0 -0.1 -0.1
H 6.58781 -1.76599 -0.39474 0.0 0.0 -0.1
O 0.97408 4.26304 5.02546 -0.1 0.0 0.0
H 4.32408 -1.35222 2.94219 0.0 -0.1 0.0
C -5.81034 -0.09002 -3.45602 -0.2 0.0 0.1
H 2.29480 -1.54262 -0.67867 0.0 -0.2 -0.1
Si 4.40656 -1.10697 0.45912 0.1 -0.3 -0.1
C 0.71104 -1.94962 -3.62232 0.2 -0.1 0.0
H 0.04248 -2.23306 -5.69693 0.1 0.0 0.0
C 5.76205 -1.17863 -0.80395 0.0 0.1 0.0
O 3.79403 -3.25919 -4.04844 0.1 0.0 0.0
H -3.21574 2.09424 0.54797 0.1 0.0 0.0
O 1.91191 -2.46363 -3.09596 -0.1 0.3 0.0
C 4.26132 5.02651 4.66941 -0.1 0.0 0.0
H -5.01504 0.79224 1.57352 0.0 0.0 0.0
H -0.98521 2.51096 -0.13746 0.0 0.0 0.0
C -7.36689 -0.66983 -1.93654 0.1 0.0 0.0
O -5.74853 0.85309 -2.48264 0.0 0.1 0.0
H -2.19344 1.46451 1.81782 0.0 0.0 0.0
C 4.04662 3.98106 3.59023 0.0 0.0 0.0
C -3.40465 -2.36040 0.03748 0.0 0.0 0.0
H 3.97755 4.45908 2.61168 0.1 0.1 0.0
O 2.93169 5.39039 5.00249 0.0 -0.1 0.2
C 2.65437 -2.96854 -4.13411 -0.1 -0.1 0.0
H -7.67990 1.45878 -2.03198 0.0 0.0 0.0
P 0.14637 0.52122 0.36353 0.0 -0.1 -0.2
H 2.36171 -2.51956 0.80989 0.0 -0.1 -0.1
C -5.27851 -1.27321 1.07043 0.0 -0.1 -0.1
H -2.94872 -3.23263 -0.41671 0.0 0.0 0.0
H 3.02579 1.35376 2.21817 0.0 0.0 -0.1
H 1.34566 2.41950 1.08204 0.0 0.1 -0.1
O 2.76866 3.44026 3.94973 0.1 -0.1 -0.2
C 2.93770 -2.16093 -0.04572 0.1 0.3 0.1
H -0.01022 -3.69074 -4.66723 0.0 0.0 0.0
C 0.52723 -2.76704 -4.88599 0.0 0.0 0.0
F -0.28141 -2.13190 -2.70515 0.0 0.0 0.0
C -4.70227 -2.41641 0.51885 0.0 0.2 0.0
H 5.22896 -2.66554 2.19985 0.1 0.0 0.0
H 3.25991 -3.00578 -0.65433 -0.1 -0.1 0.1
C 2.10459 4.36377 4.69809 0.1 0.0 -0.1
H 0.81869 -0.87577 -3.79054 -0.1 0.0 0.0
C -6.92457 0.75648 -1.67691 0.0 0.0 0.1
O -5.03905 -0.19326 -4.34480 0.1 0.0 -0.1
C 1.63638 1.49829 0.57225 -0.1 -0.1 0.3
H -1.70038 -1.16348 -0.34021 0.0 0.0 0.0
C 5.03331 -1.59342 2.14384 -0.1 0.3 0.1
H -5.26853 -3.33539 0.44473 0.0 0.0 0.0
H 2.01639 1.71823 -0.42678 0.0 0.2 0.1
H 2.31296 -0.18404 1.80110 0.0 0.0 0.0
C -2.51169 1.29327 0.78371 -0.1 -0.1 -0.1
H -6.92002 -1.40545 -1.26486 -0.1 0.0 0.0
C -3.24463 -0.02658 0.67614 0.1 -0.2 -0.1
O 3.81524 0.47378 0.52646 0.0 0.0 0.1
H -1.54877 1.21612 -1.18317 0.0 -0.1 0.1
H 0.41703 -0.48852 -0.55686 0.0 -0.1 0.0
C 2.72893 0.73786 1.36545 0.0 0.0 0.0
H 5.42262 -1.66918 -1.71757 0.0 0.0 0.0
H 6.15748 -0.19390 -1.06075 0.0 0.0 0.0
O -6.88058 -0.90449 -3.24404 0.1 -0.1 0.0
H 4.79638 3.19547 3.56949 -0.1 0.0 0.1
H 4.76554 4.66247 5.56556 0.1 0.1 0.0